Entry 1:
Molecular formula: C2H3NOS3
Method: DFT, wB97M-V/def2-TZVPD

Structure (ORCA input):
```
! RIJCOSX wB97M-V def2-TZVPD def2/J DEFGRID3
* xyz 0 1
N -0.2767 0.8225 0.7951
C 0.7174 0.4757 0.2794
C 2.0401 0.2413 -0.1169
S 3.0535 1.5202 -0.3105
S 2.4553 -1.3947 -0.2035
O 0.9436 -2.0233 0.3483
H 1.1351 -2.9646 0.5374
S -3.7659 0.6795 -0.0134
H -3.8591 1.7505 -0.9280
H -2.4433 0.8929 -0.3880
*
```

Output
**LUMO**: -0.063 Eh
**Relative energy (zero: lowest compared OMol25 entry of this formula, charge and spin)**: 2.089 eV
**SMILES**: N#CC(=S)SO.S
**Kohn-Sham gap**: 0.279 Ha

***

Entry 2:
Molecular formula: C9H11BO
Method: DFT, wB97M-V/def2-TZVPD

Structure (ORCA input):
```
! RIJCOSX wB97M-V def2-TZVPD def2/J DEFGRID3
* xyz 0 1
C 0.5392 0.1343 3.5701
C -0.1635 1.2128 2.9622
C -0.2147 1.1980 1.5473
C 0.1535 0.0420 0.8430
B 0.0475 -0.0516 -0.6979
C -0.6707 0.9554 -1.6879
C -0.8753 0.1111 -2.9172
C 0.3285 -0.9223 -2.9928
O 0.5152 -1.3500 -1.6811
C 0.6279 -1.1062 1.5191
C 0.8222 -1.0196 2.8550
H 0.7229 -0.0130 4.6753
H -0.5392 2.1452 3.3475
H -0.6254 1.8817 0.8868
H -1.5781 1.1580 -1.3209
H -0.0660 1.8888 -1.7395
H -1.7458 -0.4104 -2.8213
H -1.0127 0.4698 -3.9254
H 0.2602 -1.8148 -3.5483
H 1.2612 -0.5272 -3.2553
H 0.9269 -2.0684 1.1042
H 1.2860 -1.9135 3.2770
*
```

Output
**LUMO**: 0.008 Eh
**Relative energy (zero: lowest compared OMol25 entry of this formula, charge and spin)**: 0.000 eV
**SMILES**: c1ccc(B2CCCO2)cc1
**Kohn-Sham gap**: 0.348 Ha

***

Entry 3:
Molecular formula: C4H10NO3
Method: DFT, wB97M-V/def2-TZVPD

Structure (ORCA input):
```
! RIJCOSX wB97M-V def2-TZVPD def2/J DEFGRID3
* xyz 1 1
C -0.1931 -1.5994 0.9378
O -0.2747 -2.9794 1.0434
C -0.4506 -1.1042 -0.4900
C -0.3934 0.3134 -0.7681
C 1.8513 2.6094 0.4236
O 2.3092 3.7488 -0.0548
O 2.1666 2.0863 1.4498
N -1.9557 -1.3905 -0.7435
H -0.9607 -1.1147 1.5588
H 0.7629 -1.1790 1.2582
H -1.2203 -3.1749 1.0373
H 0.0860 -1.6899 -1.2353
H -1.2466 0.8484 -0.3431
H -0.2053 0.6775 -1.7806
H 1.0912 2.1266 -0.2296
H -2.3612 -0.4630 -0.9209
H 3.0006 4.0974 0.5329
H -2.0062 -1.8128 -1.6759
*
```

Output
**LUMO**: -0.307 Eh
**Relative energy (zero: lowest compared OMol25 entry of this formula, charge and spin)**: 5.087 eV
**Kohn-Sham gap**: 0.228 Ha

***

Entry 4:
Molecular formula: C4H17N2O2
Method: DFT, wB97M-V/def2-TZVPD

Structure (ORCA input):
```
! RIJCOSX wB97M-V def2-TZVPD def2/J DEFGRID3
* xyz 1 1
C -0.9713 -1.2804 0.3843
N 0.5114 -0.8469 0.5464
C 1.1482 -0.6754 1.9128
C -1.7892 -0.0236 0.6438
N -1.1629 1.0878 -0.0152
C -1.9000 1.5494 -1.2142
H -1.1519 -1.4015 -0.7079
H -1.1954 -2.1690 1.0015
H 1.0248 -1.4631 -0.1073
H 0.5721 -1.3980 2.5178
H 2.2550 -0.9364 1.7856
H 0.8762 0.2120 2.4470
H -2.7830 -0.4343 0.2797
H -1.8183 0.1028 1.8014
H 0.4563 0.1798 -0.1993
H -1.0376 1.9005 0.6045
H -2.4172 0.6285 -1.5386
H -2.6864 2.4192 -1.1395
H -1.2779 1.9707 -2.1488
H 2.0663 2.1083 -1.5997
H 1.0085 2.5752 -0.5187
O 1.7705 1.9829 -0.6986
H 3.2511 -2.6948 -1.5603
H 2.7977 -1.2717 -1.0802
O 2.4528 -2.1219 -1.3964
*
```

Output
**LUMO**: -0.102 Eh
**Relative energy (zero: lowest compared OMol25 entry of this formula, charge and spin)**: 3.092 eV
**Kohn-Sham gap**: 0.397 Ha

***

Entry 5:
Molecular formula: C6H11N
Method: DFT, wB97M-V/def2-TZVPD

Structure (ORCA input):
```
! RIJCOSX wB97M-V def2-TZVPD def2/J DEFGRID3
* xyz 0 1
C -2.8358 1.3233 0.1977
C -1.5787 1.1152 0.8431
C -0.4981 0.2066 0.3339
N -1.0219 -0.7969 -0.4410
C 0.7843 0.5522 0.3180
C 1.7281 -0.0145 -0.5451
C 1.8979 -1.5002 -0.0472
H -3.4695 2.0522 0.7283
H -2.9903 1.0512 -0.8230
H -1.1786 1.9646 1.5531
H -0.3932 -1.5497 -0.4407
H -1.7363 -0.5898 -0.9995
H 1.1547 1.4139 0.9827
H 2.7338 0.5515 -0.5666
H 1.3716 -0.0134 -1.7480
H 3.0293 -1.6965 0.0309
H 1.3205 -2.3652 -0.4244
H 1.6821 -1.7045 1.0479
*
```

Output
**LUMO**: 0.032 Eh
**Relative energy (zero: lowest compared OMol25 entry of this formula, charge and spin)**: 3.762 eV
**SMILES**: C=C/C(N)=C/CC
**Kohn-Sham gap**: 0.315 Ha

***

Entry 6:
Molecular formula: C5H8IN2
Method: DFT, wB97M-V/def2-TZVPD

Structure (ORCA input):
```
! RIJCOSX wB97M-V def2-TZVPD def2/J DEFGRID3
* xyz 1 1
C -0.9710 1.7982 -0.3255
C -1.9123 -0.3052 0.2614
C 0.4733 1.4786 0.0983
C 1.0369 0.1341 -0.0560
C 2.0681 -0.5045 0.7253
N -1.8200 0.7777 -0.2466
N -2.4233 -1.4616 0.5263
I 1.2930 -1.7101 2.4310
H -1.3484 2.6279 -0.7346
H 1.1430 1.9920 -0.6662
H 0.8228 2.1945 0.9463
H 0.6855 -0.3583 -0.9696
H 2.9418 0.1237 1.1246
H 2.6012 -1.2896 0.0870
H -2.2962 -2.3143 0.0001
H -2.6462 -1.6030 1.4826
*
```

Output
**LUMO (alpha / beta)**: -0.214 / -0.176 Eh
**Relative energy (zero: lowest compared OMol25 entry of this formula, charge and spin)**: 4.375 eV
**Kohn-Sham gap (alpha / beta)**: 0.218 / 0.293 Ha

***

Entry 7:
Molecular formula: C22H26BiISb3Se4
Method: DFT, wB97M-V/def2-TZVPD

Structure (ORCA input):
```
! RIJCOSX wB97M-V def2-TZVPD def2/J DEFGRID3
* xyz 1 1
Bi -0.5808 -1.0008 1.0591
I -3.3180 0.3511 0.7885
C -3.7436 -1.0575 -0.7087
C -5.0286 -1.0431 -1.1610
C -5.4111 -1.9178 -2.2057
C -4.4895 -2.7557 -2.7475
C -3.1532 -2.7896 -2.2706
C -2.2301 -3.7030 -2.8463
C -0.9530 -3.7900 -2.3940
C -0.5388 -2.9621 -1.3290
C -1.3816 -2.0501 -0.7540
C -2.7366 -1.9332 -1.2131
H -5.7576 -0.3645 -0.7376
H -6.4338 -1.9063 -2.5644
H -4.7622 -3.4232 -3.5579
H -2.5742 -4.3432 -3.6520
H -0.2574 -4.4957 -2.8305
H 0.4722 -3.0809 -0.9576
C 3.8168 -2.9125 -0.1608
Sb 2.5272 -1.2328 0.0099
C 2.2060 -0.9639 -2.0838
C 4.0010 0.3082 0.1728
C 4.3890 0.7048 1.5862
C 4.8954 -0.2865 2.4386
C 5.2871 -0.0072 3.7346
C 5.1919 1.2993 4.1957
C 4.7178 2.2903 3.3528
C 4.3016 2.0223 2.0434
C 3.7922 3.1707 1.1916
Sb 1.7652 3.7668 1.7052
C 0.8571 2.7619 0.0245
C 1.4095 2.1248 3.0230
H 4.1037 -3.2945 0.8186
H 4.7021 -2.5993 -0.7149
H 3.2942 -3.6944 -0.7112
H 3.1294 -0.5840 -2.5285
H 1.3948 -0.2577 -2.2719
H 1.9546 -1.9229 -2.5408
H 3.6213 1.1269 -0.4278
H 4.8379 -0.1481 -0.3688
H 4.9941 -1.3060 2.0612
H 5.6843 -0.7914 4.3710
H 5.5010 1.5462 5.2043
H 4.6648 3.3141 3.7123
H 3.7771 2.9535 0.1271
H 4.4011 4.0615 1.3393
H 1.1007 3.2784 -0.9084
H -0.2311 2.7483 0.1360
H 1.2350 1.7353 -0.0279
H 1.9522 2.2607 3.9630
H 1.7457 1.1982 2.5493
H 0.3419 2.0751 3.2470
Se 1.9390 -1.7131 4.3672
Sb -0.5139 -2.0733 4.5645
Se -1.5874 0.0395 4.7508
Se -1.1671 -3.6851 6.3272
Se -1.1928 -3.1553 2.3771
*
```

Output
**LUMO (alpha / beta)**: -0.202 / -0.200 Eh
**Relative energy (zero: lowest compared OMol25 entry of this formula, charge and spin)**: 0.000 eV
**Kohn-Sham gap (alpha / beta)**: 0.185 / 0.186 Ha

***

Entry 8:
Molecular formula: C5H18IO5
Method: DFT, wB97M-V/def2-TZVPD

Structure (ORCA input):
```
! RIJCOSX wB97M-V def2-TZVPD def2/J DEFGRID3
* xyz -1 1
I -0.7009 0.0695 0.1311
C -4.7854 -1.4314 1.1552
O -4.1091 -1.1234 -0.0264
H -4.3701 -2.3209 1.6510
H -4.7663 -0.6251 1.9001
H -5.8351 -1.6397 0.9471
H -3.1866 -0.9106 0.1942
C -1.9671 -4.1166 -0.2892
O -0.6916 -3.5242 -0.4013
H -2.7665 -3.3812 -0.4578
H -2.0663 -4.8686 -1.0737
H -2.1539 -4.5491 0.7001
H -0.7717 -2.5735 -0.2200
C 0.7843 2.7255 -2.8328
O 1.5502 1.9955 -1.8925
H 0.3966 2.0679 -3.6194
H -0.0748 3.2224 -2.3671
H 1.3929 3.5115 -3.2842
H 0.9195 1.6489 -1.2369
C 2.8122 2.0743 1.4765
C 3.9106 1.7632 0.4851
O 4.9534 1.0383 1.1451
O 2.2541 0.8945 2.0003
H 2.0397 2.7191 1.0365
H 3.2500 2.6522 2.2956
H 4.3464 2.6751 0.0761
H 3.5292 1.1769 -0.3557
H 4.5382 0.2373 1.4848
H 1.5678 0.5922 1.3780
*
```

Output
**LUMO**: 0.121 Eh
**Relative energy (zero: lowest compared OMol25 entry of this formula, charge and spin)**: 0.000 eV
**Kohn-Sham gap**: 0.306 Ha

***

Entry 9:
Molecular formula: C6H10
Method: DFT, wB97M-V/def2-TZVPD

Structure (ORCA input):
```
! RIJCOSX wB97M-V def2-TZVPD def2/J DEFGRID3
* xyz 0 1
C 1.6714 -0.9848 -1.4226
C 1.0968 0.1650 -1.1065
C 0.8240 0.6353 0.2949
C -0.6522 0.4120 0.5503
C -1.5393 1.3069 0.1379
C -1.0713 -0.8870 1.1723
H 2.0721 -1.6413 -0.6582
H 1.7607 -1.3033 -2.4535
H 0.6917 0.7947 -1.8953
H 1.0726 1.6985 0.3924
H 1.4330 0.0858 1.0171
H -1.2453 2.2616 -0.2714
H -2.5950 1.1353 0.2502
H -0.6476 -0.9840 2.1777
H -2.1595 -0.9728 1.2478
H -0.7120 -1.7220 0.5670
*
```

Output
**LUMO**: 0.043 Eh
**Relative energy (zero: lowest compared OMol25 entry of this formula, charge and spin)**: 0.916 eV
**SMILES**: C=CCC(=C)C
**Kohn-Sham gap**: 0.383 Ha

***

Entry 10:
Molecular formula: C3H6N2O2
Method: DFT, wB97M-V/def2-TZVPD

Structure (ORCA input):
```
! RIJCOSX wB97M-V def2-TZVPD def2/J DEFGRID3
* xyz 0 1
O 1.6678 -0.2055 1.0216
C 0.7391 0.0170 -0.0706
O 1.5530 0.0425 -1.2141
C -0.2332 1.2041 0.1355
C -1.4151 0.7038 -0.1362
N -1.4227 -0.7441 -0.1966
N -0.0550 -1.1213 0.0695
H 1.3280 -1.0785 1.4119
H 2.0688 0.8077 -1.0895
H 0.1705 2.1806 0.1434
H -2.3927 1.1534 -0.0586
H -2.1736 -0.9941 0.4634
H 0.1651 -1.9655 -0.4798
*
```

Output
**LUMO**: 0.035 Eh
**Relative energy (zero: lowest compared OMol25 entry of this formula, charge and spin)**: 3.722 eV
**SMILES**: OC1(O)C=CNN1
**Kohn-Sham gap**: 0.347 Ha

***

Entry 11:
Molecular formula: C2H6O2
Method: DFT, wB97M-V/def2-TZVPD

Structure (ORCA input):
```
! RIJCOSX wB97M-V def2-TZVPD def2/J DEFGRID3
* xyz 1 2
C -0.5598 -2.2605 -1.7521
C -1.1558 -2.1293 -0.5057
O -1.0441 -1.0047 0.1031
H -0.5588 -3.1774 -2.3230
H -0.0629 -1.4098 -2.1989
H -1.6754 -2.9272 0.0275
H -1.6102 -0.9538 0.8962
H 2.9818 4.7446 1.7453
H 1.6230 4.6362 2.4252
O 2.0623 4.4820 1.5825
*
```

Output
**LUMO (alpha / beta)**: -0.186 / -0.324 Eh
**Relative energy (zero: lowest compared OMol25 entry of this formula, charge and spin)**: 0.473 eV
**Kohn-Sham gap (alpha / beta)**: 0.308 / 0.171 Ha

***

Entry 12:
Molecular formula: C27H48AlBBeCl4FKMgN4O9Si
Method: DFT, wB97M-V/def2-TZVPD

Structure (ORCA input):
```
! RIJCOSX wB97M-V def2-TZVPD def2/J DEFGRID3
* xyz 0 1
C 6.6032 2.0913 3.9776
C 5.1988 1.4376 4.0803
O 5.1207 0.1735 3.3773
B 4.7590 0.3405 2.0668
O 5.3799 1.3199 1.2476
C 3.5932 -0.5014 1.3514
Si 4.4532 -1.2188 -0.1936
C 4.5659 -0.0792 -1.7389
C 6.2648 -1.5831 0.3060
C 3.7739 -2.9238 -0.7526
O 3.0867 -1.6718 2.0147
Al 1.2660 -1.6965 1.6852
C 0.6090 -1.8731 -0.2174
C -0.8580 -1.4726 -0.4432
F -1.6691 -2.4448 0.1056
O 0.2237 -2.8366 2.7703
C 0.1119 -4.0191 2.1405
N 0.0157 -5.1817 1.9846
O 1.1972 0.1052 1.9328
C 2.3939 0.5611 1.3288
C 2.1051 1.4532 0.0856
C 1.3654 2.7244 0.6240
C -0.1497 2.7634 0.8362
N 2.0660 3.7353 0.9262
H 7.2744 1.7145 4.7642
H 7.0796 1.8919 3.0053
H 6.5163 3.1884 4.0721
H 4.4551 2.1625 3.7081
H 4.9943 1.2222 5.1385
H 4.6987 1.9479 0.9525
H 4.9259 0.9358 -1.4915
H 3.5724 0.0419 -2.2152
H 5.2516 -0.4663 -2.5504
H 6.6076 -2.3815 -0.3869
H 6.3206 -2.0490 1.3083
H 6.8987 -0.6880 0.2520
H 3.2621 -3.3871 0.1423
H 3.0018 -2.7380 -1.6061
H 4.5947 -3.5272 -1.1768
H 0.7226 -2.9412 -0.5371
H 1.2437 -1.2599 -0.8909
H -1.0653 -1.5117 -1.5650
H -1.1108 -0.4514 -0.1198
H 2.7274 1.3240 2.0846
H 2.9949 1.8384 -0.4316
H 1.3904 0.9113 -0.5613
H -0.5518 1.7609 0.6402
H -0.3040 3.0501 1.8894
H -0.5740 3.5250 0.1732
H 3.0591 3.5667 0.7580
Mg 5.1508 -1.9392 -3.0421
C 1.2663 -8.8137 2.7600
C 1.2125 -9.0003 1.2146
O 2.3650 -9.5284 0.8224
H 2.0752 -8.1443 3.0546
H 0.3261 -8.3742 3.1099
H 1.3990 -9.7666 3.2716
H 0.9491 -8.0001 0.8134
H 0.2866 -9.5817 1.0250
O -2.2853 2.9193 -1.1307
C -3.4644 2.5423 -1.0261
C -4.4955 3.9633 -1.1607
O -5.6841 3.5989 -1.0388
H -3.7715 2.0660 -0.0789
H -3.8531 1.8459 -1.7889
H -4.2000 4.4413 -2.1106
H -4.1056 4.6696 -0.4082
N -5.4062 -1.9719 3.0346
C -4.9932 -1.5834 4.2419
C -3.7189 -1.8187 4.7340
C -2.8200 -2.4999 3.9293
C -3.2279 -2.9145 2.6717
C -4.5245 -2.6248 2.2756
H -5.7316 -1.0569 4.8369
H -3.4385 -1.4776 5.7215
H -1.8157 -2.7044 4.2769
H -2.5592 -3.4498 2.0091
H -4.8880 -2.9262 1.2987
O 4.9901 3.6276 -0.6138
H 5.0300 3.5906 -1.5760
H 5.8729 3.3588 -0.3293
K 1.7060 -4.4451 -0.3611
Be -0.3942 -2.6895 -2.7674
N -6.5086 6.7247 -3.1672
C -6.2378 7.4801 -4.2765
C -6.0328 6.6257 -5.3273
C -6.1909 5.3028 -4.8347
C -6.4864 5.3956 -3.4994
H -6.6959 7.0888 -2.2510
H -6.2139 8.5555 -4.2212
H -5.7968 6.9165 -6.3379
H -6.0991 4.3873 -5.3963
H -6.6818 4.6373 -2.7611
Cl -0.7474 -3.4508 -5.0723
C -8.6623 2.3324 -7.0462
Cl -9.3780 3.6836 -6.1659
Cl -8.8227 2.5686 -8.7888
Cl -6.9649 2.1269 -6.5996
H -9.1954 1.4294 -6.7755
*
```

Output
**LUMO**: -0.172 Eh
**Kohn-Sham gap**: 0.064 Ha